[1]
{
  "formula": "C9H6FeN2O5",
  "method": "the ωB97M-V functional and the def2-TZVPD basis",
  "homo_lumo_gap_ha": [0.338, 0.271],
  "relative_energy_kj_mol": 0.0,
  "spin_multiplicity": 6,
  "s_squared": 8.79,
  "energy_ha": -2094.69616,
  "lumo_ev": [-12.2, -16.0],
  "molar_mass_g_mol": 278.0,
  "total_charge": 3,
  "symbols": ["O", "C", "Fe", "O", "C", "C", "O", "C", "O", "C", "O", "C", "C", "N", "C", "C", "N", "H", "H", "H", "H", "H", "H"],
  "coordinates": [[-2.348, 2.882, -1.553], [-1.687, 2.071, -1.116], [0.000, 0.000, 0.000], [2.535, 1.438, -0.936], [1.559, 0.927, -0.600], [-1.543, -0.947, 0.610], [-2.433, -1.564, 1.003], [-0.063, -0.961, -1.650], [-0.064, -1.586, -2.617], [0.080, 0.940, 1.661], [0.166, 1.459, 2.686], [0.127, -3.672, 0.105], [1.164, -2.808, 0.757], [1.210, -1.445, 0.778], [2.326, -1.156, 1.484], [2.935, -2.324, 1.876], [2.205, -3.351, 1.419], [0.619, -4.324, -0.647], [-0.349, -4.311, 0.877], [-0.667, -3.107, -0.405], [2.680, -0.158, 1.703], [3.845, -2.419, 2.453], [2.407, -4.367, 1.553]],
  "lowdin_spin": [0.005, 0.050, 3.574, 0.008, 0.057, 0.057, 0.010, 0.058, 0.010, 0.057, 0.009, 0.042, 0.208, 0.127, 0.316, 0.312, 0.051, 0.016, 0.016, 0.001, 0.009, 0.008, -0.001]
}



[2]
{
  "formula": "C9H6N2O2",
  "method": "the ωB97M-V functional and the def2-TZVPD basis",
  "homo_lumo_gap_ha": 0.348,
  "relative_energy_kj_mol": 19.1,
  "energy_ha": -606.56311,
  "lumo_ev": 0.3,
  "smiles": "N#C[C@@]1(O)C(=O)Nc2ccccc21",
  "molar_mass_g_mol": 174.2,
  "symbols": ["N", "C", "C", "O", "C", "O", "N", "C", "C", "C", "C", "C", "C", "H", "H", "H", "H", "H", "H"],
  "coordinates": [[2.549, 1.790, 1.529], [2.098, 1.162, 0.687], [1.509, 0.366, -0.386], [1.946, 0.773, -1.655], [1.856, -1.126, -0.092], [2.935, -1.634, -0.248], [0.714, -1.720, 0.340], [-0.389, -0.873, 0.263], [-1.710, -1.140, 0.556], [-2.630, -0.115, 0.369], [-2.237, 1.129, -0.097], [-0.903, 1.396, -0.383], [0.010, 0.383, -0.203], [2.846, 0.446, -1.786], [0.660, -2.699, 0.578], [-2.018, -2.109, 0.917], [-3.670, -0.297, 0.591], [-2.975, 1.903, -0.237], [-0.589, 2.362, -0.744]],
  "nbo_charge": [-0.278, 0.246, 0.034, -0.661, 0.681, -0.560, -0.594, 0.159, -0.256, -0.170, -0.229, -0.180, -0.004, 0.494, 0.425, 0.221, 0.220, 0.221, 0.232]
}



[3]
{
  "formula": "C9H6N4",
  "method": "the ωB97M-V functional and the def2-TZVPD basis",
  "homo_lumo_gap_ha": 0.348,
  "relative_energy_kj_mol": 261.5,
  "energy_ha": -565.50704,
  "lumo_ev": -0.1,
  "smiles": "N#CC(C#N)/C=N\\c1cccnc1",
  "molar_mass_g_mol": 170.2,
  "symbols": ["N", "C", "C", "C", "N", "C", "N", "C", "C", "C", "C", "N", "C", "H", "H", "H", "H", "H", "H"],
  "coordinates": [[-0.978, -0.372, 2.674], [-1.429, -0.371, 1.599], [-2.135, -0.530, 0.311], [-2.583, 0.789, -0.108], [-2.935, 1.856, -0.350], [-1.558, -1.324, -0.844], [-0.353, -1.337, -1.265], [0.640, -0.524, -0.617], [0.614, 0.854, -0.616], [1.730, 1.532, -0.127], [2.770, 0.839, 0.402], [2.736, -0.496, 0.550], [1.726, -1.142, 0.022], [-3.040, -1.031, 0.652], [-2.291, -1.823, -1.432], [-0.188, 1.338, -1.251], [1.732, 2.642, -0.283], [3.748, 1.369, 0.634], [1.796, -2.269, 0.048]],
  "nbo_charge": [-0.253, 0.281, -0.497, 0.280, -0.259, 0.151, -0.325, 0.030, -0.209, -0.245, 0.021, -0.394, 0.042, 0.302, 0.201, 0.237, 0.231, 0.205, 0.202]
}